1.
{
  "formula": "C27H55FN3O11S3",
  "method": "ωB97M-V with the def2-TZVPD basis set",
  "species": ["C", "C", "O", "N", "H", "H", "C", "H", "H", "H", "H", "H", "H", "C", "C", "O", "N", "H", "H", "C", "H", "H", "H", "H", "H", "H", "C", "C", "O", "N", "H", "H", "C", "H", "H", "H", "H", "H", "H", "O", "H", "O", "H", "F", "C", "C", "C", "C", "C", "C", "H", "H", "H", "H", "H", "C", "C", "C", "S", "O", "O", "C", "H", "H", "H", "H", "H", "H", "H", "H", "C", "C", "C", "S", "O", "O", "C", "H", "H", "H", "H", "H", "H", "H", "H", "C", "C", "C", "S", "O", "O", "C", "H", "H", "H", "H", "H", "H", "H", "H"],
  "xyz": [[3.197, 3.276, -1.605], [2.398, 4.390, -0.906], [2.672, 5.637, -1.266], [1.243, 4.155, 0.021], [0.456, 3.746, -0.483], [1.557, 3.160, 0.545], [0.866, 5.309, 0.916], [2.961, 2.142, -1.151], [4.238, 3.285, -1.072], [3.267, 3.351, -2.832], [1.740, 5.910, 1.132], [0.324, 4.824, 1.634], [0.270, 5.862, 0.493], [3.394, -1.109, 2.437], [4.282, 0.045, 2.798], [4.685, 0.214, 3.955], [4.436, 1.160, 1.742], [4.636, 0.652, 0.936], [3.683, 1.714, 1.354], [5.329, 2.277, 2.079], [2.523, -0.845, 2.882], [3.794, -1.928, 2.893], [3.573, -1.569, 1.493], [6.275, 2.100, 1.773], [5.082, 2.670, 3.161], [5.089, 2.979, 1.459], [-2.053, 1.457, 0.916], [-0.802, 0.522, 0.761], [-0.450, -0.352, 1.597], [0.209, 0.959, -0.236], [-0.094, 1.916, -0.849], [1.103, 1.216, 0.249], [0.853, -0.185, -0.964], [-2.788, 1.497, 0.062], [-1.851, 2.492, 1.139], [-2.664, 0.718, 1.411], [1.475, 0.209, -1.745], [0.052, -0.870, -1.039], [1.445, -0.346, -0.105], [2.089, 2.090, 1.163], [1.619, 1.722, 1.917], [-0.468, 3.132, -1.444], [-0.615, 3.550, -2.258], [-5.786, -1.250, 3.979], [-4.734, -0.432, 4.085], [-4.972, 0.821, 3.560], [-3.927, 1.762, 3.788], [-2.706, 1.453, 4.345], [-2.501, 0.102, 4.874], [-3.473, -0.811, 4.659], [-5.829, 1.149, 3.142], [-4.158, 2.644, 3.350], [-2.186, 2.245, 4.706], [-1.652, -0.154, 5.391], [-3.380, -1.820, 5.121], [-0.782, -3.333, 3.881], [-1.246, -3.819, 2.526], [-0.139, -3.812, 1.639], [1.094, -4.728, 2.553], [2.415, -4.353, 2.104], [0.692, -6.095, 2.783], [0.787, -3.828, 4.032], [-1.244, -4.011, 4.820], [-0.893, -2.440, 3.958], [-2.160, -3.453, 2.031], [-1.553, -5.067, 2.511], [0.103, -2.922, 1.298], [-0.437, -4.392, 0.789], [1.364, -3.012, 4.138], [1.066, -4.414, 4.964], [-2.441, 1.832, -4.195], [-3.174, 2.569, -3.029], [-4.603, 2.612, -3.302], [-5.043, 1.447, -4.423], [-5.782, 1.909, -5.553], [-5.583, 0.415, -3.650], [-3.501, 1.104, -4.995], [-1.778, 1.142, -3.854], [-1.867, 2.566, -4.728], [-2.825, 3.550, -3.160], [-2.706, 2.097, -2.126], [-4.982, 3.577, -3.434], [-5.036, 2.345, -2.422], [-3.518, 1.609, -5.926], [-3.607, 0.138, -5.129], [1.360, -3.190, -4.867], [2.473, -4.118, -4.831], [2.688, -4.210, -3.419], [1.059, -4.286, -2.657], [0.983, -3.231, -1.680], [0.570, -5.626, -2.375], [0.225, -3.672, -4.140], [1.009, -3.109, -5.991], [1.569, -2.153, -4.717], [3.501, -3.642, -5.488], [2.202, -4.926, -5.395], [3.282, -3.353, -3.095], [3.367, -5.007, -2.984], [-0.564, -3.069, -3.787], [-0.070, -4.480, -4.646]],
  "e_above_lowest_kj_mol": 269.9,
  "gap_ev": 7.960,
  "max_force_ev_per_a": 14.38,
  "multiplicity": 1,
  "e_tot_ev": -91084.137,
  "charge": 1
}

***

2.
{
  "formula": "C21H32N2O19PV2",
  "method": "ωB97M-V with the def2-TZVPD basis set",
  "species": ["C", "C", "C", "O", "C", "N", "H", "H", "H", "H", "H", "H", "H", "H", "H", "H", "H", "H", "O", "V", "O", "O", "V", "O", "P", "O", "O", "O", "O", "C", "C", "O", "H", "H", "H", "H", "H", "C", "O", "N", "C", "C", "H", "H", "H", "H", "H", "H", "H", "C", "C", "C", "O", "C", "C", "C", "O", "O", "O", "H", "H", "H", "H", "C", "C", "C", "O", "C", "C", "C", "O", "O", "O", "H", "H", "H", "H"],
  "xyz": [[-2.700, 4.987, -2.680], [-1.748, 4.015, -2.004], [-0.292, 4.253, -2.336], [0.492, 3.573, -1.392], [1.859, 3.782, -1.554], [-1.965, 4.039, -0.549], [-1.719, 4.920, -0.089], [-2.976, 3.860, -0.318], [-1.444, 3.308, -0.047], [-2.383, 5.114, -3.717], [-2.627, 5.967, -2.197], [-3.733, 4.656, -2.633], [-2.052, 3.007, -2.301], [-0.075, 5.340, -2.261], [-0.080, 3.972, -3.374], [2.162, 4.793, -1.251], [2.180, 3.618, -2.596], [2.414, 3.066, -0.951], [-0.803, 1.943, 4.017], [-1.113, 2.689, 2.637], [0.056, 3.734, 2.282], [-2.935, 0.994, -0.978], [-3.089, 0.699, 0.604], [-2.916, -0.882, 0.821], [-3.770, 3.045, 2.031], [-2.599, 4.052, 2.269], [-2.981, 1.719, 2.434], [-4.023, 2.719, 0.507], [-5.114, 3.332, 2.580], [0.287, -0.547, 0.728], [0.321, 0.967, 0.548], [-0.891, 1.586, 0.830], [0.384, -0.738, 1.802], [1.085, -1.018, 0.155], [-0.688, -0.918, 0.417], [0.617, 1.191, -0.504], [1.163, 1.472, 1.051], [0.103, -6.290, 1.502], [-0.091, -7.376, 2.014], [-0.343, -5.109, 1.973], [-0.232, -3.893, 1.212], [-1.060, -5.004, 3.232], [0.684, -6.169, 0.570], [0.085, -3.066, 1.862], [-1.207, -3.545, 0.846], [0.489, -3.975, 0.404], [-0.989, -5.918, 3.805], [-0.560, -4.228, 3.813], [-2.060, -4.660, 2.962], [-0.079, 1.297, -4.446], [-0.928, 0.569, -3.706], [-0.447, -0.582, -2.845], [-1.249, -1.226, -2.219], [0.966, -0.932, -2.971], [1.793, -0.228, -3.749], [1.322, 0.943, -4.562], [2.117, 1.534, -5.281], [3.079, -0.548, -3.896], [-2.223, 0.739, -3.753], [-0.458, 2.116, -5.045], [1.362, -1.737, -2.363], [3.369, -0.223, -4.763], [-2.629, 0.115, -3.114], [2.881, -1.897, 2.437], [2.339, -2.353, 3.572], [2.232, -3.831, 3.847], [1.721, -4.239, 4.853], [2.868, -4.738, 2.875], [3.514, -4.253, 1.810], [3.568, -2.785, 1.513], [4.168, -2.401, 0.526], [4.095, -5.025, 0.885], [1.657, -1.616, 4.456], [2.852, -0.838, 2.211], [2.811, -5.794, 3.101], [4.602, -4.441, 0.295], [1.574, -0.699, 4.159]],
  "gap_ev": 6.354,
  "max_force_ev_per_a": 3.28,
  "multiplicity": 1,
  "e_tot_ev": -124849.939,
  "charge": -1
}

***

3.
{
  "formula": "C21H28NO",
  "method": "ωB97M-V with the def2-TZVPD basis set",
  "species": ["C", "C", "C", "C", "C", "C", "C", "C", "C", "O", "C", "C", "C", "N", "C", "C", "C", "C", "C", "C", "C", "C", "C", "H", "H", "H", "H", "H", "H", "H", "H", "H", "H", "H", "H", "H", "H", "H", "H", "H", "H", "H", "H", "H", "H", "H", "H", "H", "H", "H", "H"],
  "xyz": [[6.157, 1.962, -3.396], [5.419, 0.791, -3.447], [4.865, 0.270, -2.292], [5.044, 0.911, -1.072], [4.414, 0.339, 0.175], [2.918, 0.429, 0.070], [2.127, -0.709, -0.033], [0.756, -0.608, -0.164], [0.154, 0.643, -0.199], [-1.235, 0.635, -0.325], [-1.933, 1.872, -0.384], [-3.424, 1.565, -0.534], [-3.976, 0.808, 0.671], [-3.323, -0.520, 0.761], [-3.409, -1.230, 2.069], [-2.452, -2.418, 2.055], [-3.187, -3.499, 1.248], [-4.687, -3.154, 1.348], [-4.773, -1.894, 2.223], [0.925, 1.789, -0.102], [2.298, 1.670, 0.028], [5.781, 2.086, -1.030], [6.337, 2.608, -2.186], [6.592, 2.368, -4.297], [5.278, 0.281, -4.388], [4.291, -0.644, -2.333], [4.715, -0.703, 0.296], [4.756, 0.900, 1.047], [2.584, -1.687, -0.010], [0.147, -1.495, -0.259], [-1.754, 2.450, 0.532], [-1.587, 2.457, -1.242], [-3.581, 0.985, -1.446], [-3.961, 2.507, -0.641], [-3.752, 1.358, 1.588], [-5.058, 0.692, 0.593], [-2.318, -0.336, 0.494], [-3.706, -1.146, 0.047], [-3.182, -0.509, 2.857], [-1.476, -2.169, 1.641], [-2.299, -2.753, 3.079], [-2.979, -4.487, 1.650], [-2.855, -3.504, 0.209], [-5.254, -3.968, 1.790], [-5.114, -2.975, 0.360], [-4.907, -2.170, 3.268], [-5.601, -1.245, 1.946], [0.481, 2.771, -0.135], [2.898, 2.565, 0.093], [5.930, 2.593, -0.087], [6.914, 3.520, -2.139]],
  "e_above_lowest_kj_mol": 36.0,
  "gap_ev": 8.373,
  "max_force_ev_per_a": 0.75,
  "multiplicity": 1,
  "e_tot_ev": -25763.482,
  "charge": 1
}

***

4.
{
  "formula": "C9H20BrN",
  "method": "ωB97M-V with the def2-TZVPD basis set",
  "species": ["C", "C", "C", "C", "N", "C", "C", "C", "C", "C", "H", "H", "H", "H", "H", "H", "H", "H", "H", "H", "H", "H", "H", "H", "H", "H", "H", "H", "H", "H", "Br"],
  "xyz": [[5.551, 14.229, -12.925], [6.762, 14.488, -13.736], [6.409, 15.266, -14.956], [7.496, 16.067, -15.499], [7.314, 16.764, -16.929], [7.052, 15.766, -18.131], [5.552, 15.765, -18.285], [4.952, 16.846, -17.400], [6.101, 17.673, -16.849], [8.639, 17.566, -17.322], [4.781, 13.675, -13.462], [5.040, 15.148, -12.635], [5.750, 13.742, -11.970], [7.397, 13.668, -14.072], [7.326, 14.996, -12.954], [5.547, 15.928, -14.875], [6.023, 14.664, -15.778], [8.359, 15.443, -15.730], [7.830, 16.783, -14.749], [7.625, 16.007, -19.026], [7.357, 14.755, -17.860], [5.397, 16.070, -19.320], [5.082, 14.809, -18.050], [4.340, 17.546, -17.968], [4.298, 16.471, -16.613], [6.398, 18.557, -17.415], [5.930, 17.979, -15.817], [9.412, 16.808, -17.445], [8.924, 18.315, -16.583], [8.646, 18.094, -18.276], [3.805, 12.075, -15.716]],
  "e_above_lowest_kj_mol": 205.1,
  "gap_ev": 5.752,
  "max_force_ev_per_a": 3.37,
  "multiplicity": 1,
  "e_tot_ev": -81187.647,
  "charge": 0
}

***

5.
{
  "formula": "C22H20AuGeN4O2S",
  "method": "ωB97M-V with the def2-TZVPD basis set",
  "species": ["Au", "N", "C", "C", "C", "C", "C", "C", "S", "O", "O", "N", "C", "N", "C", "C", "C", "N", "H", "H", "H", "H", "H", "H", "H", "H", "H", "Ge", "C", "C", "C", "C", "C", "C", "C", "C", "C", "C", "C", "C", "H", "H", "H", "H", "H", "H", "H", "H", "H", "H", "H"],
  "xyz": [[-2.161, 0.779, -2.830], [5.626, 3.017, 1.340], [4.457, 2.384, 1.055], [3.246, 3.100, 1.047], [2.064, 2.470, 0.739], [2.079, 1.112, 0.437], [3.260, 0.382, 0.431], [4.442, 1.013, 0.739], [0.591, 0.323, 0.004], [-0.404, 0.885, 1.029], [0.689, -1.107, 0.084], [-0.055, 0.825, -1.353], [0.597, 0.772, -2.528], [-0.212, 1.000, -3.608], [0.327, 0.951, -4.828], [1.664, 0.683, -5.013], [2.414, 0.458, -3.862], [1.905, 0.506, -2.642], [5.610, 3.954, 1.698], [6.465, 2.485, 1.481], [3.256, 4.155, 1.290], [1.130, 3.015, 0.739], [3.229, -0.671, 0.185], [5.372, 0.460, 0.742], [-0.344, 1.143, -5.655], [2.098, 0.637, -5.999], [3.474, 0.234, -3.923], [-2.095, 0.131, 1.364], [-2.787, -0.599, -0.327], [-2.484, -1.893, -0.702], [-2.933, -2.416, -1.921], [-3.695, -1.648, -2.770], [-4.051, -0.325, -2.411], [-3.599, 0.195, -1.175], [-1.872, -1.096, 2.855], [-0.956, -2.146, 2.798], [-0.831, -3.011, 3.873], [-1.614, -2.833, 5.006], [-2.525, -1.789, 5.066], [-2.657, -0.922, 3.994], [-2.812, 1.440, 1.684], [-1.878, -2.514, -0.055], [-2.686, -3.434, -2.188], [-4.059, -2.060, -3.701], [-4.827, 0.183, -2.970], [-3.997, 1.134, -0.807], [-0.328, -2.275, 1.926], [-0.122, -3.827, 3.829], [-1.511, -3.507, 5.846], [-3.134, -1.650, 5.950], [-3.367, -0.104, 4.038]],
  "gap_ev": 7.877,
  "max_force_ev_per_a": 0.90,
  "multiplicity": 1,
  "e_tot_ev": -104231.525,
  "charge": 1
}

***

6.
{
  "formula": "C2F4OS",
  "method": "ωB97M-V with the def2-TZVPD basis set",
  "species": ["C", "C", "O", "F", "F", "F", "F", "S"],
  "xyz": [[-0.037, -0.347, -0.144], [0.455, 0.763, 0.652], [-1.228, -2.375, -1.191], [-0.586, 0.612, -2.326], [1.612, 0.369, 1.318], [-0.433, 0.996, 1.651], [0.731, 1.897, 0.052], [-0.515, -1.916, -0.013]],
  "e_above_lowest_kj_mol": 474.7,
  "gap_ev": [7.566, 7.567],
  "max_force_ev_per_a": 3.90,
  "multiplicity": 1,
  "e_tot_ev": -25819.761,
  "charge": 0
}

***

7.
{
  "formula": "C28H54AsBGeN6ORhS3",
  "method": "ωB97M-V with the def2-TZVPD basis set",
  "species": ["Rh", "C", "C", "C", "C", "N", "C", "C", "N", "B", "N", "C", "C", "N", "C", "S", "C", "C", "C", "C", "N", "C", "C", "N", "C", "S", "C", "C", "C", "C", "C", "S", "H", "H", "H", "H", "H", "H", "H", "H", "H", "H", "H", "H", "H", "H", "H", "H", "H", "H", "H", "H", "H", "H", "H", "H", "H", "H", "H", "H", "H", "H", "H", "H", "H", "H", "C", "Ge", "C", "C", "C", "H", "H", "H", "H", "H", "H", "H", "H", "H", "H", "H", "C", "As", "C", "C", "O", "H", "H", "H", "H", "H", "H", "H", "H", "H"],
  "xyz": [[-0.364, 0.815, 0.886], [4.331, 1.215, -0.292], [4.476, -0.253, -0.690], [4.088, -0.491, -2.151], [5.927, -0.699, -0.519], [3.619, -1.065, 0.228], [4.110, -1.830, 1.272], [3.053, -2.355, 1.915], [1.906, -1.910, 1.296], [0.536, -2.352, 1.838], [-0.039, -1.493, 3.002], [-1.012, -2.078, 3.781], [-1.555, -1.127, 4.561], [-0.927, 0.071, 4.260], [0.021, -0.179, 3.318], [1.247, 0.901, 2.734], [-1.312, 1.361, 4.918], [-2.762, 1.239, 5.393], [-0.373, 1.587, 6.100], [-1.264, 2.540, 3.946], [-0.492, -2.571, 0.675], [-0.293, -3.685, -0.112], [-1.342, -3.806, -0.946], [-2.201, -2.755, -0.689], [-1.651, -2.001, 0.300], [-2.321, -0.518, 0.915], [-3.579, -2.635, -1.280], [-4.601, -2.791, -0.156], [-3.732, -1.313, -2.022], [-3.781, -3.769, -2.284], [2.261, -1.096, 0.281], [1.192, -0.172, -0.714], [4.948, 1.838, -0.941], [4.649, 1.366, 0.741], [3.291, 1.526, -0.392], [4.867, -0.067, -2.786], [3.144, -0.031, -2.416], [4.025, -1.560, -2.366], [6.526, -0.205, -1.282], [6.035, -1.776, -0.653], [6.341, -0.413, 0.449], [5.159, -1.967, 1.443], [3.013, -3.024, 2.755], [0.702, -3.438, 2.327], [-1.237, -3.126, 3.701], [-2.335, -1.206, 5.291], [-2.882, 0.538, 6.217], [-3.423, 0.948, 4.576], [-3.080, 2.212, 5.764], [-0.443, 0.763, 6.811], [-0.638, 2.509, 6.617], [0.659, 1.668, 5.756], [-1.832, 2.310, 3.037], [-0.254, 2.820, 3.673], [-1.747, 3.385, 4.439], [0.580, -4.301, 0.002], [-1.543, -4.544, -1.697], [-4.527, -1.992, 0.578], [-4.470, -3.750, 0.348], [-5.603, -2.766, -0.585], [-3.687, -0.456, -1.356], [-4.700, -1.310, -2.525], [-2.955, -1.203, -2.778], [-3.747, -4.751, -1.810], [-3.054, -3.732, -3.097], [-4.770, -3.650, -2.723], [0.660, -1.974, -4.101], [0.073, -0.179, -4.620], [-0.842, -0.245, -6.347], [1.614, 1.040, -4.743], [-1.120, 0.519, -3.267], [1.557, -2.254, -4.655], [-0.119, -2.705, -4.325], [0.878, -2.012, -3.034], [-0.160, -0.555, -7.139], [-1.239, 0.737, -6.608], [-1.672, -0.951, -6.315], [2.508, 0.507, -5.071], [1.823, 1.493, -3.774], [1.413, 1.837, -5.460], [-0.981, 0.227, -2.232], [-1.785, 1.359, -3.429], [-0.210, 4.892, -1.902], [-0.318, 4.059, -0.185], [-1.657, 4.953, 0.857], [1.361, 4.227, 0.722], [-0.682, 2.445, -0.417], [0.030, 5.949, -1.800], [-1.168, 4.774, -2.404], [0.561, 4.383, -2.478], [-1.455, 6.023, 0.887], [-1.646, 4.550, 1.868], [-2.631, 4.774, 0.406], [1.602, 5.273, 0.903], [2.134, 3.766, 0.108], [1.292, 3.687, 1.667]],
  "e_above_lowest_kj_mol": 0.0,
  "gap_ev": [7.851, 7.263],
  "max_force_ev_per_a": 0.47,
  "multiplicity": 5,
  "e_tot_ev": -194442.935,
  "charge": 1
}